Record 1
Molecular formula: C31H45BN3O3SSbY
Method: DFT, ωB97M-V with the def2-TZVPD basis set

LUMO energy (eV): -3.51
Kohn-Sham gap (eV): 6.9
Charge: +1
Molar mass (g mol⁻¹): 761.26

The geometry in XYZ format:
```
86
Properties=species:S:1:pos:R:3:mulliken_charge:R:1
C 4.44982 -1.61024 4.13083 -0.089
C 3.09092 -0.34473 1.65949 0.315
O 0.37403 0.37146 -3.06089 0.007
C -4.68370 3.44643 -0.23538 -0.383
H 0.54330 3.44341 -2.38669 0.412
H -2.64463 4.19592 0.06448 0.279
C -0.19701 -2.51609 -5.01741 -2.021
C 4.52201 -0.07241 -0.07135 -1.338
H -3.40099 -5.04627 -1.07858 0.381
C 3.59630 -0.51442 4.05737 -0.790
C -2.90277 -4.98785 -0.11217 -1.248
C -0.39160 1.18779 -5.18486 -2.103
N 7.28228 -0.80496 7.96006 -0.476
H 2.17214 0.61233 -4.98104 0.453
H 2.08780 -1.06456 -4.43110 0.368
C 0.19122 -0.01002 -4.46249 1.939
C -0.94007 -0.29513 3.28048 -0.645
H -2.16860 -0.73350 -5.96984 0.398
H -1.15213 -4.58844 2.31209 0.443
C 3.21119 -0.20901 -0.53441 -0.212
H -1.32652 -0.51735 5.45837 0.460
H -3.05917 -1.35231 -1.00568 0.212
C 4.44490 -0.16282 1.30864 -0.691
H 0.37509 2.55118 -0.91586 -0.240
C -5.57931 2.28424 0.18051 -1.160
H 4.74878 1.23328 6.72280 0.462
H -5.67039 2.23676 1.26879 0.313
H -0.45988 5.49268 -1.18645 0.361
C 0.00990 4.65315 -0.66595 -1.553
H -0.45527 1.00859 -6.26167 0.417
H -1.92689 -0.16037 2.85219 0.482
C -2.16935 -1.01275 -4.91351 -2.042
N 0.14962 -0.29658 2.50239 0.691
H 6.05352 -2.54905 5.20891 0.460
H -0.41338 -2.99297 2.44030 0.212
C -0.06423 3.36750 -1.48463 0.439
S -2.44359 2.00138 -0.79831 0.527
H 1.04767 4.92909 -0.47559 0.431
H 5.40336 0.07203 -0.67704 0.453
H 4.36726 -2.40584 3.40011 0.525
C 1.57356 -0.30026 -5.01512 -2.005
C 5.39461 -1.69347 5.13989 -0.917
C 6.49440 -0.74347 7.12554 -0.171
C 2.57991 -0.44609 2.96277 1.112
C 0.75028 -0.58579 4.68665 -0.607
H -2.75456 -1.92824 -4.81038 0.460
H -2.67421 -0.22603 -4.34925 0.285
C -1.27836 -3.53360 2.05787 -1.167
H 1.35493 -0.74195 5.56799 0.591
H -2.63438 -0.95271 0.67037 0.141
H 0.75467 -2.79462 -4.56712 0.341
H -2.17525 -3.15521 2.55126 0.399
N 2.33816 -0.36514 0.47835 0.136
O -0.90226 -1.51514 -2.96643 -0.163
O -1.45747 1.32113 0.16961 -0.662
H -5.03376 4.37534 0.21887 0.428
H -3.11820 2.92421 1.20601 0.465
H -1.39095 1.43880 -4.82957 0.401
H -2.39724 -5.93057 0.09301 0.349
H 5.26556 -0.08743 2.00663 0.545
C -1.45823 2.96027 -1.95177 0.124
Y 0.06375 -0.41642 0.13624 -0.260
H 1.52651 -0.63358 -6.05430 0.430
H -5.19669 1.31726 -0.16241 0.272
H -3.84479 -2.17296 0.38397 0.658
H -6.58085 2.39531 -0.23520 0.386
C 4.65391 0.43790 5.99657 -0.896
H -2.09564 3.82385 -2.17170 0.809
C -0.76627 -1.25780 -4.38820 1.572
B -0.22381 -0.56417 -2.20029 1.619
C -2.91071 -1.76972 -0.00871 -1.142
H -4.74628 3.60445 -1.31671 0.251
C 1.23699 -0.46357 3.36299 -0.224
H 0.26605 2.04560 -5.02938 0.438
H 2.86632 -0.19668 -1.56172 0.524
H -0.89789 -3.33874 -4.86650 0.470
H -3.61809 -4.76001 0.67511 0.393
Sb -1.49027 -3.40975 -0.08916 0.622
H -0.05236 -2.39271 -6.09402 0.386
C -0.62785 -0.47548 4.63593 -1.380
H -1.40518 2.33489 -2.84001 -0.871
C 5.49713 -0.66562 6.06922 0.581
C 3.69962 0.50745 4.99549 -0.235
C -3.22143 3.28061 0.17817 -0.785
H 3.03887 1.36399 4.93435 0.542
H -0.47389 4.54634 0.30814 0.306
```

***

Record 2
Molecular formula: C2H10NO2S
Method: DFT, ωB97M-V with the def2-TZVPD basis set

2S+1: 2
LUMO energy (spin up / spin down) (eV): 0.57 / -2.35
Expectation value of S²: 0.753
Kohn-Sham gap (spin up / spin down) (eV): 10.4 / 7.1
Molar mass (g mol⁻¹): 112.17

The geometry in XYZ format:
```
16
Properties=species:S:1:pos:R:3:mulliken_charge:R:1
H 0.54801 1.28903 -0.44105 0.320
H 1.08044 -0.88197 -0.54481 0.290
H 1.21383 1.45703 1.17025 0.275
H -4.08498 0.35907 -4.74099 0.318
N 1.38714 -0.46668 0.33109 -0.620
H -1.24163 1.57856 1.24576 0.343
H 1.00124 -1.13389 0.99851 0.253
O 3.75410 -0.58426 2.49273 -0.667
H -0.81327 0.07060 2.03465 0.355
H 2.85473 -0.58132 2.16912 0.341
H 4.26509 -1.02782 1.80959 0.315
S -1.89242 -0.25850 -0.00323 -0.093
H -3.73800 -0.66358 -3.66567 0.316
C -0.75272 0.61430 1.11485 -0.684
C 0.63222 0.79325 0.52612 -0.428
O -4.21379 -0.56380 -4.49691 -0.635
```

***

Record 3
Molecular formula: C14H14Cl2F10O2P
Method: DFT, ωB97M-V with the def2-TZVPD basis set

LUMO energy (eV): 2.53
Kohn-Sham gap (eV): 6.6
Charge: -1
Molar mass (g mol⁻¹): 506.12

The geometry in XYZ format:
```
43
Properties=species:S:1:pos:R:3:mulliken_charge:R:1
F 4.24432 -0.33658 -3.12369 -0.331
C 4.04437 0.13934 -1.89463 0.633
F 2.22787 1.52586 -2.33171 -0.361
C -2.56337 -1.64880 3.47557 0.244
F -1.87551 1.19052 1.02169 -0.329
H -4.43576 -2.04750 6.26471 0.381
C 0.49998 0.03143 -0.15674 -0.497
Cl -0.94461 -1.67345 2.88662 -0.189
F 6.02843 1.01733 -1.00167 -0.335
C -0.35906 1.06201 -0.88550 0.328
C -2.87122 -1.88548 4.80827 0.398
H -1.14579 -1.45529 -1.91426 -0.072
C -4.19407 -1.86099 5.22689 -0.439
P -1.86673 -0.33268 -2.48057 -0.331
H 0.26112 -0.99198 -0.42931 0.167
H 0.23871 0.13798 0.90922 0.226
C -5.20593 -1.59779 4.31802 -0.372
H 0.05233 2.07871 -0.79152 0.344
H -1.25505 -0.68605 -3.75265 0.007
F 6.20262 1.42470 -3.61647 -0.253
H -6.23652 -1.58092 4.64911 0.349
C 4.91540 1.40972 -1.63351 0.577
F 4.32933 2.26672 -0.82215 -0.281
F 1.91432 -0.60266 -2.41093 -0.333
Cl -1.64398 -2.21343 5.98543 -0.220
H 2.49480 -0.59365 0.17769 0.383
C -3.57752 -1.38136 2.56499 -0.411
H -2.68955 0.69280 -3.07787 -0.061
C 2.51143 0.36378 -1.71496 1.099
F 4.44859 2.65848 -3.60230 -0.222
H -5.68333 -1.14586 2.27318 0.392
F 4.48523 -0.81181 -1.07051 -0.339
H -3.33510 -1.19158 1.52501 0.562
F 6.14562 3.18169 -2.46663 -0.286
H -2.94617 -1.26488 -2.77791 0.031
H -2.25051 1.98783 -0.83031 0.322
O -2.41017 -0.02960 -0.81971 -0.317
C -4.89641 -1.35546 2.98560 -0.724
H 2.31015 1.14074 0.31369 0.487
C 2.02455 0.27618 -0.28563 -1.273
O -0.57700 0.84879 -2.25313 -0.453
C -1.82311 1.10029 -0.34371 -0.132
C 5.40734 2.15289 -2.89774 0.630
```

***

Record 4
Molecular formula: C5H31NO11
Method: DFT, ωB97M-V with the def2-TZVPD basis set

SMILES string: CNCCCC=O.O.O.O.O.O.O.O.O.O.O
LUMO energy (eV): -0.05
Kohn-Sham gap (eV): 9.1
Molar mass (g mol⁻¹): 281.30

The geometry in XYZ format:
```
48
Properties=species:S:1:pos:R:3:mulliken_charge:R:1
H 4.35583 1.49334 0.09118 0.298
H 0.40342 1.73440 -3.44678 0.320
O 4.44751 2.42256 -0.14825 -0.611
H 0.34550 4.41572 0.98902 0.452
H 0.30967 -0.89636 -2.87004 0.427
O 1.52006 3.09202 0.55422 -0.707
H 2.17192 3.77646 0.35147 0.317
O -2.95526 -2.77455 2.00134 -0.732
H 2.86642 -2.36125 1.11020 0.322
H -0.08037 -2.72404 -1.68563 0.261
O -0.30210 5.01664 1.39835 -0.634
H 0.35642 0.83720 2.92984 0.423
O 2.44157 -2.66842 1.91758 -0.650
C -0.67245 0.43908 3.03813 -0.046
H -3.22001 -1.84661 1.98349 0.331
O 1.21213 -0.58755 -3.09012 -0.654
H -2.52054 -2.86396 2.85904 0.322
O -1.43693 -1.12974 -2.73233 -0.654
H -0.87818 4.46392 1.93178 0.294
H 1.03078 -2.81517 -0.43400 0.132
H -2.68501 0.52768 2.23946 0.407
O 2.41982 1.55577 -1.85564 -0.665
H 1.60982 2.60581 -0.28566 0.363
H 2.29856 1.67167 -2.80676 0.273
H 1.57914 -2.24556 1.87572 0.328
H -0.18973 -4.05331 -0.45219 0.414
H -1.69493 -1.90226 -3.24641 0.310
H 0.62899 3.06632 -4.07237 0.313
C -1.66420 0.84160 2.00959 -0.514
H -2.14348 0.19462 -0.05215 0.289
C -0.29716 -0.79794 0.43837 0.527
C -1.27260 0.39597 0.57843 -0.579
H 0.34739 -0.65611 -0.43412 -0.394
H -3.13456 -3.71230 -1.49579 0.294
H -0.78769 1.20766 0.02977 0.291
O 0.85407 2.13612 -4.20419 -0.650
O -3.53992 -3.11438 -0.86437 -0.620
O -0.87307 -0.34175 3.93740 -0.530
N -0.95490 -2.05348 0.02307 -0.084
H 1.92232 0.80256 -1.53091 0.274
H -1.67706 1.93140 1.93724 0.204
H -1.97502 -1.20433 -1.92605 0.255
H 3.93952 2.41149 -0.98173 0.328
H 1.07284 -0.22112 -3.97247 0.286
H -3.20101 -3.33182 0.01552 0.297
H 0.23542 -0.87390 1.39090 -0.094
H -1.55309 -2.41220 0.76063 0.335
C -0.03278 -2.99244 -0.62419 -0.867
```

***

Record 5
Molecular formula: C38H45ClF2N6O5Zr
Method: DFT, ωB97M-V with the def2-TZVPD basis set

LUMO energy (eV): -5.90
Kohn-Sham gap (eV): 7.2
Charge: +2
Molar mass (g mol⁻¹): 830.49

The geometry in XYZ format:
```
98
Properties=species:S:1:pos:R:3:mulliken_charge:R:1
H 3.35616 2.61793 -0.61854 0.310
H 0.21324 -0.30794 3.26676 0.088
C 0.63128 -3.81353 0.78932 -0.755
H -1.20356 -1.21327 3.80250 0.295
C 3.32023 -3.69631 4.93118 -1.540
H -4.10278 2.75394 2.50867 0.238
N -1.48904 0.85450 3.52132 0.208
H -3.14255 4.16201 2.94350 0.417
H -3.94068 2.72184 4.91066 0.406
H 3.56161 2.85619 1.89084 0.647
H 2.50436 -3.99605 5.58993 0.356
H 0.68882 -4.86773 -2.52574 0.275
H -1.68079 -2.98184 -2.97970 0.260
H 1.66206 -2.83979 -3.90072 0.436
H -6.23491 2.56401 -0.17771 0.454
H 2.96075 4.22165 -0.01354 0.429
H 5.19082 -0.43732 -6.03967 0.366
C -2.45727 -2.46349 0.95444 -0.921
H 2.11713 3.42805 -3.92981 0.571
C -4.46308 1.51772 -0.81232 -0.142
C -5.71392 2.07685 -0.99037 -1.060
N 0.20938 -2.18761 -2.63767 0.403
C 1.94810 -3.61156 2.81447 -0.845
N -2.05115 2.60810 2.10439 0.392
C -4.44530 0.80295 -3.11968 -0.321
H -3.54016 0.50422 3.86031 0.259
C 1.75241 -1.65297 1.39840 -0.020
C 2.96730 0.37803 2.19116 0.034
C 1.43101 -2.99201 1.68136 1.319
H 1.80596 3.09425 1.97213 0.179
C -0.66088 -0.27088 3.90624 -1.194
H 3.70590 -1.96418 -4.24893 0.528
H 4.04400 2.24625 -4.32566 0.461
H -3.98096 1.54374 0.15578 0.476
C -6.31573 2.00278 -2.24095 0.359
H 5.86786 0.96997 -5.22177 0.393
F -1.25889 -1.49149 1.23182 0.253
C -0.36335 -4.59268 -2.40469 -0.649
C -3.01845 2.54331 4.35974 -0.813
F -2.35855 -2.22092 -0.58873 -0.273
C -1.22098 1.56782 2.39752 0.258
C -2.49648 0.28717 -1.68057 1.033
H -0.95096 -5.38331 -2.87411 0.488
H -0.49813 -5.47957 -0.45568 0.644
H -2.21169 3.06082 4.88275 0.272
C 3.40009 -0.99030 -3.87725 -0.628
C -3.82186 0.88782 -1.87677 -0.285
C 2.43939 1.48208 -3.11508 0.301
N -0.01866 -3.43938 -0.23988 0.507
H -1.79828 -4.35311 -0.81692 0.217
H -1.30056 2.73766 0.17576 -0.063
H -2.53398 0.66161 5.29447 0.421
H 0.80286 2.10394 -0.60774 -0.790
C -0.64566 -3.28927 -3.12652 -1.139
C -0.73102 -4.52802 -0.93574 -1.033
H -2.85452 3.53692 0.41748 0.547
C 5.40072 -0.00023 -5.06250 -1.617
C 2.62896 3.18232 -0.02965 -0.787
H 3.99791 -3.06504 5.50299 0.384
H -0.49063 -3.39606 -4.20029 0.594
C 2.61683 2.64951 1.39144 -0.712
C 3.58147 1.34351 -3.93912 -0.712
O -0.24049 1.31465 1.67048 -0.270
C 2.79836 -2.97828 3.71908 0.071
H -3.24246 -1.71029 1.12476 0.229
C 2.62637 -0.99857 2.30469 0.631
C -2.70469 1.06420 4.29675 -0.618
C -5.69307 1.36607 -3.30774 -0.872
N 1.34129 3.46456 -2.09174 0.072
H -6.18886 1.31842 -4.26699 0.445
H 3.72635 0.77702 2.85836 0.489
O 0.72198 0.40513 -1.85762 -0.219
H 1.05517 4.40864 -2.31673 0.393
Zr -0.45998 -1.05619 -0.77894 0.678
H 6.12609 -0.64259 -4.56298 0.375
C 1.35581 -2.07103 -3.18786 -0.387
C 1.94384 2.82337 -3.04353 -0.764
O -1.95359 -0.47867 -2.51102 -0.536
N 2.40547 1.20789 1.38507 0.753
H 3.80399 -1.13906 4.09424 0.391
H 3.86178 -4.59919 4.64700 0.382
C 2.23765 -0.92119 -3.12161 -0.045
O 1.32441 -1.04474 0.30944 -0.213
H 0.61866 -4.87086 1.05842 0.335
H -0.34918 -0.16145 4.94712 0.542
H -1.39506 4.30641 1.04259 0.357
C -1.88018 3.33959 0.86741 -1.031
O -1.85124 0.50098 -0.57549 0.443
C 1.24662 3.09201 -0.67724 0.328
C 1.76857 0.32532 -2.60785 1.114
C 4.14396 0.12911 -4.24945 -0.036
H -3.94192 0.29752 -3.93308 0.501
H 1.62612 0.83778 0.84284 -0.683
C 3.13740 -1.67662 3.42776 -1.338
Cl -7.87035 2.70924 -2.46899 -0.172
H 0.56114 3.79523 -0.21106 0.445
H 1.67819 -4.64814 2.99215 0.537
C -3.14935 3.07011 2.94842 -0.508
```

***

Record 6
Molecular formula: H22O11
Method: DFT, ωB97M-V with the def2-TZVPD basis set

SMILES string: O.O.O.O.O.O.O.O.O.O.O
LUMO energy (eV): -0.07
Kohn-Sham gap (eV): 11.3
Molar mass (g mol⁻¹): 198.17

The geometry in XYZ format:
```
33
Properties=species:S:1:pos:R:3:mulliken_charge:R:1
H -20.60603 -7.66413 -5.09867 0.312
H -16.88786 -8.66755 -6.97743 0.312
H -17.74132 -10.15179 -2.94271 0.313
H -18.16456 -7.59319 0.12097 0.310
H -17.43498 -11.00755 -1.73203 0.318
O -13.23567 -10.26871 -0.47975 -0.633
H -12.93038 -10.02731 -1.35426 0.318
H -15.53926 -14.36994 -1.00694 0.319
O -17.10251 -12.16852 1.60277 -0.636
H -22.45049 -11.07021 0.06182 0.323
O -21.92637 -12.90128 -4.03951 -0.635
H -17.92793 -11.69081 1.68466 0.321
O -18.15561 -10.71805 -2.29160 -0.633
H -15.20296 -15.69637 -1.65455 0.311
H -16.44507 -11.57587 1.96716 0.318
H -21.41764 -9.97254 -0.08045 0.311
H -21.70570 -6.63589 -4.93950 0.320
O -15.25200 -13.47703 -5.85541 -0.644
H -14.45053 -13.89387 -6.17183 0.313
O -16.72004 -8.84510 -6.05193 -0.631
O -21.93431 -10.44585 0.57168 -0.635
H -21.09581 -12.55476 -3.71345 0.316
O -15.25406 -5.68969 -2.87998 -0.644
H -15.26037 -13.65583 -4.91509 0.325
O -21.51715 -7.48778 -5.33316 -0.633
O -18.04849 -7.17188 0.97259 -0.630
O -15.36596 -14.77507 -1.85669 -0.624
H -16.40127 -9.74750 -6.03464 0.322
H -12.66038 -9.78899 0.11618 0.315
H -15.79541 -4.90634 -2.97758 0.320
H -17.19458 -6.74338 0.91395 0.321
H -15.42021 -6.19676 -3.67466 0.322
H -21.70212 -13.75643 -4.40646 0.317
```